ORCA calculation (ωB97M-V with the def2-TZVPD basis set) on C24H37P2SbSm as an isolated structure.

The geometry in ORCA input format:
```
! RIJCOSX wB97M-V def2-TZVPD def2/J DEFGRID3
* xyz 1 6
Sm 0.01495 -0.13106 -2.22554
Sb 0.02665 0.37884 0.89586
P 0.14665 2.19984 -2.42784
P 0.14345 -2.45556 -2.47874
C 0.46615 3.30854 4.20886
C 1.97505 -0.31886 1.53766
C -1.21595 -3.25026 -3.45714
C 4.45395 -1.26756 2.45546
C -1.63705 -0.89056 1.31666
C -0.29935 1.88474 2.39856
C -1.43265 -2.07296 2.03776
C -3.79065 -2.58996 1.86316
C 4.31515 -0.83486 1.13446
C -3.99545 -1.40886 1.14076
C -0.78195 3.93724 4.24556
C -1.54595 2.52214 2.43736
C 0.36065 3.17364 -0.87034
C 1.55375 2.80224 -3.46214
C 3.35775 -1.22686 3.32016
C -1.30175 3.04734 -3.21604
C 0.70845 2.28424 3.28796
C 1.64985 -3.03556 -3.37744
C 2.12255 -0.75846 2.86156
C 3.08105 -0.35906 0.67716
C -2.91865 -0.55926 0.86756
C 0.17615 -3.49396 -0.94874
C -2.50905 -2.92146 2.31126
C -1.78815 3.54294 3.36016
H 0.19705 -0.13706 -3.96024
H 3.00185 -0.02366 -0.33994
H 5.40985 -1.63326 2.80866
H -0.78135 -3.37466 -0.41504
H 2.49565 2.42664 -3.02974
H 1.57675 -0.13506 -1.91784
H 1.27815 -0.73366 3.53786
H 0.34535 -4.56166 -1.17554
H -1.01995 -4.32406 -3.62764
H 2.54275 -2.70516 -2.82154
H 1.44775 2.38284 -4.47534
H -2.32515 2.23384 1.74576
H 5.16515 -0.86706 0.46476
H 1.66675 -2.56036 -4.37134
H -1.50125 2.57794 -4.19344
H -3.34835 0.18634 -2.58954
H 1.24895 3.62214 4.88706
H 1.58005 3.90554 -3.50884
H -0.96635 4.73424 4.95386
H -1.30205 -2.73216 -4.42674
H -3.07935 0.35074 0.30386
H 0.54075 4.24434 -1.07284
H -2.16905 -3.13726 -2.91304
H -0.44125 -2.33616 2.38276
H 1.66265 -4.13526 -3.48074
H -0.54415 3.05904 -0.25054
H 3.46445 -1.55966 4.34456
H -4.98775 -1.15386 0.79166
H 1.21285 2.75484 -0.30974
H -2.18975 2.91714 -2.57444
H -2.34905 -3.83596 2.86816
H 1.68565 1.82874 3.26046
H 0.98035 -3.12346 -0.29124
H -3.34615 -0.57416 -2.59464
H -2.75245 4.03394 3.38216
H -4.62425 -3.24766 2.07316
H -1.11095 4.12614 -3.35854
*
```

Results
Frontier orbital gap (alpha / beta), eV: 7.4 / 7.8
ΔE to the lowest compared entry with this formula, charge and spin, kcal per mole: 112.4
HOMO (alpha / beta), eV: -10.6 / -10.8
Electronic energy, Ha: -2517.0332

---

ORCA calculation (ωB97M-V with the def2-TZVPD basis set) on C5H8EuO2 as an isolated structure.

The geometry in ORCA input format:
```
! RIJCOSX wB97M-V def2-TZVPD def2/J DEFGRID3
* xyz 1 9
Eu 2.96235 -1.35528 1.16605
O 1.21862 0.87123 -0.67478
O -0.34400 -0.56637 -0.20301
C -2.64639 -3.52240 0.04092
C 0.74394 2.19240 -0.29733
C -3.38802 -4.52323 0.00334
C 1.94334 3.08436 -0.10831
C 0.84735 -0.17999 0.00487
H 1.63491 4.12627 -0.26469
H -0.56956 -1.59610 0.07871
H 0.15768 2.09263 0.62437
H 2.35202 2.98895 0.90593
H 0.08611 2.54512 -1.10047
H -3.91892 -5.46735 0.01590
H -3.81237 -3.53275 0.64026
H 2.73293 2.84250 -0.83174
*
```

Results
Frontier orbital gap (alpha / beta), eV: 5.6 / 9.7
HOMO (alpha / beta), eV: -9.2 / -13.3
Electronic energy, Ha: -1055.5940

---

ORCA calculation (ωB97M-V with the def2-TZVPD basis set) on C6H24FN12O6Rb as an isolated structure.

The geometry in ORCA input format:
```
! RIJCOSX wB97M-V def2-TZVPD def2/J DEFGRID3
* xyz 0 1
Rb -5.08318 -1.61338 1.07816
F -0.80684 -0.72125 -0.26067
O 1.52001 -6.53029 -0.09589
O -3.09763 -0.49621 -7.15325
O 1.67353 4.78361 -1.86043
O 3.52799 -0.88146 4.78115
O 4.82356 -2.03755 -4.24423
O -3.12944 2.22914 6.38283
N -2.98103 -0.26925 -4.86624
N 3.18065 -1.18213 2.64560
N 4.09513 0.02928 -3.84980
N -1.25333 0.23905 -6.02652
N 2.92883 -1.69056 -3.20477
N 0.19458 6.38031 -1.47753
N -3.39508 3.30780 4.56230
N 0.15915 -5.55541 1.37680
N -4.57740 3.83815 6.22691
N 1.48331 -0.57561 3.72195
N 0.68106 -7.56943 1.70745
N -0.15123 4.51206 -0.62361
C 2.80937 -0.81195 3.82459
C 0.83043 -6.55006 0.92356
C -3.71952 3.04209 5.75931
C -2.47969 -0.24813 -6.09032
C 4.03580 -1.24734 -3.81648
C 0.62679 5.16527 -1.37875
H -0.07137 3.50851 -0.54237
H -0.22656 -5.66798 2.30344
H 1.24558 -8.39639 1.57502
H -0.86258 0.49853 -6.92099
H 3.37459 0.58223 -3.40804
H -2.61841 2.81685 4.14298
H -3.82515 4.05252 4.03264
H 4.09747 -1.60564 2.63216
H 2.23614 -1.13321 -2.72555
H -4.91365 4.64027 5.71346
H -3.90137 -0.65044 -4.69954
H -0.81940 0.53203 -5.16283
H 0.03072 -7.49785 2.47690
H -5.04476 3.56291 7.07891
H 2.45728 -1.39275 1.97294
H -0.58464 6.74852 -0.95090
H 0.27156 -4.68442 0.87799
H 0.93928 -0.44438 4.56273
H -1.04488 4.98166 -0.65435
H 2.93283 -2.69375 -3.08778
H 1.06089 -0.66396 2.80879
H 5.01045 0.40256 -4.05706
H 0.81478 7.00173 -1.97682
H -2.45485 -0.04422 -4.03402
*
```

Results
Frontier orbital gap, eV: 5.3
HOMO, eV: -7.7
Electronic energy, Ha: -1475.5035

---

ORCA calculation (ωB97M-V with the def2-TZVPD basis set) on C22H42FeNP3SSe as an isolated structure.

The geometry in ORCA input format:
```
! RIJCOSX wB97M-V def2-TZVPD def2/J DEFGRID3
* xyz 3 6
Se 2.22888 0.46799 -2.78799
Fe 0.84391 -0.47699 -1.30309
S 2.10402 0.63353 0.56249
P -1.63599 -0.82065 -1.48204
P 0.90705 -2.47766 -0.22076
P -1.73050 -0.13921 2.24812
N 2.47473 -0.18617 3.13151
C 2.68141 0.03896 4.47448
C -0.94734 -1.18468 -3.14348
C -1.29127 -0.04294 3.97471
C -1.66260 -2.01902 2.19105
C 1.51969 4.29061 -5.61393
C 2.35066 2.03627 -5.17614
C 1.81888 2.06172 2.83732
C 1.94172 2.28907 4.19680
C 1.38424 3.29937 -3.37819
C 1.77483 -3.03780 1.28384
C 2.15377 3.11630 -6.04621
C -3.51597 -0.05575 2.12790
C 0.02252 -4.02465 -0.66816
C 2.03833 0.80516 2.26240
C -1.31461 2.13563 0.67388
C -2.79168 0.52468 -1.86440
C 2.35367 1.24928 5.03893
C 1.17094 4.37092 -4.26330
C 1.92272 2.06891 -3.81663
C -1.61310 2.05306 2.14713
C -2.85025 -2.22243 -1.32165
C 2.32961 -2.71837 -1.38079
H -2.46230 2.52356 2.66787
H 2.25389 1.30724 6.11932
H -0.40030 2.72787 0.55817
H 1.54572 2.88032 2.17683
H -3.19897 0.87457 -0.90067
H -0.05823 -0.52521 -3.27762
H -2.05737 2.49537 -0.04579
H -2.23415 -2.43665 3.03395
H -0.86471 1.11670 0.42309
H -2.31981 -3.16927 -1.42467
H 1.64574 3.28015 4.53971
H -0.35228 -3.98516 -1.70112
H 0.69196 -4.90409 -0.56957
H -3.84284 0.98142 2.05590
H 1.36716 5.10555 -6.33383
H 0.72739 5.25534 -3.80980
H -0.30334 -0.49093 4.15964
H 2.86275 -2.90859 1.19321
H -0.83035 -4.12100 0.02172
H 2.86329 -1.02938 2.71775
H 2.05928 -2.30745 -2.35763
H -0.65905 2.14952 2.68755
H -3.65796 0.25522 -2.51286
H 3.20608 -2.18447 -1.00349
H -3.94508 -0.53208 2.99712
H -1.23645 1.00525 4.24343
H -3.82247 -0.59244 1.22602
H -1.70620 -0.91543 -3.89280
H -0.66729 -2.24460 -3.21684
H -3.34697 -2.16772 -0.34845
H 2.49213 3.16043 -7.08284
H 2.42224 -3.80984 -1.40740
H -2.09807 -2.37792 1.24822
H 2.89524 1.15146 -5.49464
H -2.26449 1.37061 -2.34067
H -0.62583 -2.39090 2.22545
H -2.05259 -0.56606 4.56611
H 2.87349 -0.83342 5.09528
H 1.07420 3.52920 -2.35075
H -3.60242 -2.14570 -2.11918
H 1.40652 -2.46303 2.13519
H 1.55416 -4.10358 1.41530
*
```

Results
Frontier orbital gap (alpha / beta), eV: 5.9 / 5.8
ΔE to the lowest compared entry with this formula, charge and spin, kcal per mole: 78.9
HOMO (alpha / beta), eV: -16.5 / -16.8
Electronic energy, Ha: -6004.4947

---

ORCA calculation (ωB97M-V with the def2-TZVPD basis set) on C6H15NO in the gas phase.

The geometry in ORCA input format:
```
! RIJCOSX wB97M-V def2-TZVPD def2/J DEFGRID3
* xyz 0 1
O 0.07045 -0.99174 2.91346
N -1.42985 -2.52033 0.59569
C -0.57092 -0.52072 1.73400
C 1.38770 2.73298 -1.19310
C -0.40520 -0.76712 -0.78366
C 0.71703 0.27822 -0.96566
C -0.38504 -1.49450 0.54609
C 0.23345 1.73554 -0.98987
H -1.37036 -0.29344 -0.96698
H 1.39129 3.46427 -0.37191
H 1.23360 3.34923 -2.07677
H -1.83821 -2.76021 -0.29482
H 2.32750 2.18854 -1.25787
H 1.44958 0.15744 -0.16809
H -0.58647 1.82341 -1.69709
H -1.64681 -0.44337 1.90908
H -0.18311 0.47475 1.50537
H 0.58644 -1.95882 0.73252
H 1.21422 0.09274 -1.91863
H -0.27976 1.95121 -0.04214
H -0.28861 -1.49752 -1.58286
H -1.10859 -3.37147 1.03235
H -0.51834 -1.62910 3.34090
*
```

Results
Frontier orbital gap, eV: 10.2
ΔE to the lowest compared entry with this formula, charge and spin, kcal per mole: 29.6
HOMO, eV: -9.1
Electronic energy, Ha: -367.5841

---

ORCA calculation (ωB97M-V with the def2-TZVPD basis set) on C10H19F6N3O4ReS3Si as an isolated structure.

The geometry in ORCA input format:
```
! RIJCOSX wB97M-V def2-TZVPD def2/J DEFGRID3
* xyz 2 2
Re -0.66652 0.17164 0.01226
S -3.26830 1.69637 -0.55307
S -2.97622 -0.55959 -2.09542
S 1.12983 0.76315 -1.17679
Si 0.03868 -3.06508 0.71090
F -4.84420 1.30910 1.49150
F -4.19009 3.35427 1.19150
F -2.78092 -0.56291 -4.68137
F -1.83116 1.14438 -3.74706
F -3.99309 1.04687 -3.88188
F -5.68680 2.48820 -0.12105
O -2.13120 1.41739 0.45692
O -2.90202 2.69142 -1.50434
O -3.54303 -1.83301 -2.30076
O -1.51774 -0.57962 -1.66555
N 3.36630 0.93164 0.28025
N 2.04817 2.81067 0.31769
N -3.79113 0.32075 -1.06805
C -2.88698 0.35154 -3.75281
C 2.27676 1.57456 -0.07115
C -4.63010 2.25987 0.61473
C 0.84251 -3.88394 2.15919
C 4.46208 1.56006 1.04672
C 3.01896 3.58890 1.11487
C -1.64328 -3.72006 0.29588
C -0.26117 -1.19757 1.32909
C 1.16408 -2.98504 -0.77120
C 4.41684 3.06347 0.83682
H 4.70842 3.30629 -0.18621
H -2.12051 -3.18270 -0.52500
H 0.77024 -2.35666 -1.57260
H 2.75577 3.50213 2.16971
H 1.01080 -4.93889 1.92985
H 1.80881 -3.43917 2.40075
H 1.27254 -3.99008 -1.18792
H 1.23723 3.27761 -0.06070
H -1.10936 -1.16449 2.03478
H 2.91869 4.63089 0.82125
H 0.65805 -0.84681 1.83702
H -1.56027 -4.76433 -0.01555
H 5.39694 1.13574 0.68817
H 5.12682 3.54582 1.50569
H 0.20326 -3.83515 3.04253
H 4.34609 1.29653 2.09845
H 2.17130 -2.64073 -0.52578
H 3.49394 -0.00193 -0.08309
H -2.30902 -3.69154 1.16080
*
```

Results
Frontier orbital gap (alpha / beta), eV: 7.8 / 7.7
ΔE to the lowest compared entry with this formula, charge and spin, kcal per mole: 0.0
HOMO (alpha / beta), eV: -15.9 / -16.0
Electronic energy, Ha: -3018.5717